The following is a quantum chemistry calculation of a cluster of 9 separate species, C22H57F2N8O14S2 in total in a non-equilibrium geometry, from the OMol25 dataset.

XYZ file:
```
105
Properties=species:S:1:pos:R:3:forces:R:3:mulliken_charge:R:1
S 0.19132 -0.38487 -0.41136 3.890 -4.486 0.767 0.8793
S -1.16648 1.51275 -0.43170 -1.747 10.367 -1.615 0.5591
F 0.08806 -1.81202 0.30867 -0.806 0.185 -0.098 -0.1955
F -2.32608 2.29563 0.38923 -0.264 -1.357 -0.174 -0.3204
O -3.25448 -0.96115 -2.75629 0.931 -1.563 2.960 -0.4288
O -7.76715 2.71730 3.51387 3.440 -3.223 0.180 -0.3742
O 1.95312 2.55775 -2.80833 -3.614 2.394 -3.218 -0.3731
O -2.71240 -4.24481 0.48528 0.681 -0.115 1.553 -0.5897
O 4.36740 4.04247 -1.18531 -1.268 0.282 1.650 -0.2980
O 0.42486 -0.80993 3.35870 -1.340 0.755 -0.767 -0.3924
O -1.06787 -3.98398 2.01852 -0.465 -0.425 -0.131 -0.2043
O -0.06301 2.37556 -0.01439 -0.627 -2.105 -0.501 -0.4418
O -1.55827 1.66350 -1.81156 0.204 -1.251 1.577 -0.5612
O 0.12681 -0.74025 -1.80574 -0.482 1.152 1.254 -0.5945
O 2.37312 -3.44923 -0.71281 0.708 -1.167 1.917 -0.3392
O 1.44236 0.07184 0.15495 -2.154 0.257 -0.772 -0.4603
O -2.35154 -5.81545 1.91288 -0.211 -0.300 0.256 -0.2337
O 5.15755 -3.18054 -2.80204 -1.764 1.108 -0.680 -0.4049
N 3.09853 -4.25294 1.42566 -2.533 2.555 0.985 -0.0742
N -6.16952 1.22381 2.67107 0.878 0.995 0.560 0.0655
N -3.05250 -1.64902 -0.45876 -0.565 0.112 -1.298 0.9108
N -1.27095 0.14960 0.23912 2.892 -1.661 -0.374 -0.6018
N 4.30715 -1.20621 -3.69778 -1.761 -0.643 0.943 -0.0808
N 3.43540 4.88400 0.89753 -0.198 -2.305 -1.649 -0.0795
N -1.77939 -0.08284 2.92443 0.034 0.311 2.558 0.8093
N 0.82413 4.44540 -3.81298 2.763 0.465 1.250 -0.1485
C -1.27415 -2.03209 4.48869 0.041 -0.313 0.000 -1.2539
C 4.65078 -2.67512 -3.76983 3.786 -1.752 -0.441 0.5504
C 4.73328 -3.32360 -5.17676 -1.254 -0.072 1.147 -1.1695
C -2.01375 1.34029 3.63935 0.311 -1.585 -1.883 -0.5224
C -5.44960 2.26524 1.83753 0.137 -0.564 -1.221 -0.9798
C 3.21374 -0.77569 -2.62781 1.217 0.639 -2.265 -0.7498
C -4.47357 -1.32666 -0.08163 0.837 -0.701 -0.054 -0.6673
C -2.00541 -3.03162 -2.45144 -0.405 0.969 0.320 -0.9309
C -6.57200 1.51694 5.26148 0.620 -0.212 -0.927 -1.0887
C 5.90411 5.25047 0.17768 0.166 0.124 0.633 -1.3646
C -2.08155 -4.65622 1.46817 -0.904 0.569 -2.508 0.6754
C -2.81079 -1.78318 -1.98292 -0.785 -0.703 -3.054 0.9198
C 2.66958 -4.40947 -0.04875 -0.364 -0.726 -2.182 0.3495
C -0.74666 -0.94850 3.56044 1.570 -1.695 1.839 0.5702
C 2.38880 -2.95622 2.14495 -0.210 -1.143 -1.557 -0.4556
C -6.90991 1.87899 3.80144 -4.322 3.473 2.195 0.5469
C 4.55833 4.63331 -0.16663 2.369 0.814 -1.975 0.6103
C 0.04319 2.10684 -4.25969 -0.151 -0.668 0.431 -0.7786
C 1.04095 2.96243 -3.57187 2.403 -2.285 2.961 0.4999
C 2.01468 5.31785 -3.22062 -1.005 0.179 -0.662 -0.8029
C 2.65065 -5.88488 -0.54018 0.791 1.523 0.249 -1.2333
C 2.28918 3.83066 0.75372 0.075 1.067 1.625 -0.8934
H 2.01525 -6.50982 0.08737 -0.165 -0.028 -0.257 0.4417
H 0.68795 4.55732 -4.80747 0.337 0.298 -0.810 0.4198
H 2.27758 -1.27743 -2.87266 0.343 -0.190 0.261 0.3386
H -7.06707 2.20318 5.94858 -0.161 -0.037 -0.327 0.3452
H 3.18618 0.23738 -3.02909 -0.812 0.414 1.148 0.3134
H -1.77444 -2.80483 3.90502 -0.489 0.292 -0.058 0.2207
H -2.69008 -2.46512 0.01317 -0.234 -1.145 0.079 0.1374
H -6.79904 0.65069 2.12763 -0.761 0.142 -0.559 0.3984
H 4.89906 -4.38008 -4.96582 -0.188 0.013 -0.123 0.3439
H -4.52334 -0.73289 0.83109 0.313 0.231 -0.098 0.0879
H 1.63795 4.08590 1.58968 -0.153 -0.049 -0.064 0.4591
H 2.45325 -5.87918 -1.61215 -0.691 -0.024 0.260 0.3445
H 1.74617 5.57478 -2.19593 -0.097 -0.297 -0.121 0.2535
H 2.97285 4.79894 -3.24761 -0.414 -0.123 -0.293 0.3362
H -5.49923 1.57022 5.44700 0.291 0.359 -0.153 0.3155
H -0.93858 2.57961 -4.28636 0.066 0.048 -0.386 0.4680
H -5.49147 0.57351 3.04185 0.197 -0.206 0.374 0.2339
H -0.72751 -4.65389 2.61600 0.890 -0.062 0.976 0.2460
H 3.95011 -0.94410 -4.60548 -0.349 0.131 -0.472 0.4286
H 2.22727 -3.14693 3.20590 1.256 0.203 0.035 0.5019
H 3.56106 -0.84191 -1.59675 0.084 -0.230 -0.427 0.2102
H 3.96132 4.81307 1.75688 -0.161 -0.240 0.865 0.4185
H 2.64087 2.81942 0.95825 0.335 0.259 -0.511 0.3956
H -4.87444 -2.30833 0.17080 -0.716 0.259 -0.479 0.3721
H -6.07057 3.11896 1.56610 -0.479 -0.474 0.064 0.3780
H 2.72554 -5.01667 1.97129 0.284 -0.813 -0.004 0.4043
H -2.17489 -3.06396 -3.52769 0.370 0.096 0.051 0.4106
H -0.96450 -2.85534 -2.18028 0.136 0.102 -0.351 0.0743
H 6.68996 5.20181 -0.57609 -0.743 -0.303 -0.717 0.3632
H 1.99909 6.24191 -3.79851 0.228 -0.130 -0.058 0.4478
H -2.22632 -4.02349 -2.05714 -0.673 0.341 0.428 0.3648
H 5.85095 6.30625 0.44341 -0.363 0.059 0.270 0.4225
H -1.90103 -1.72906 5.32732 -0.326 0.421 -0.284 0.4325
H 3.05087 5.81791 0.89203 -0.039 0.646 -0.345 0.3980
H -1.61362 -0.02479 1.92983 0.629 0.752 -0.949 0.0161
H -0.00410 4.86822 -3.41882 -0.799 -0.418 0.477 0.4000
H -5.16947 1.66290 0.97335 0.124 0.659 -0.397 0.3822
H -2.37452 -0.93372 -0.23786 -0.082 0.928 0.283 -0.3418
H 5.54503 -3.03114 -5.84280 0.209 0.665 0.413 0.3711
H 3.65859 -6.29857 -0.50842 0.259 -0.008 0.489 0.4527
H 3.79042 -3.18019 -5.70454 -0.021 -0.135 -0.187 0.4265
H 6.40771 4.73217 0.99367 -0.402 -0.078 0.555 0.4164
H -4.88798 -0.79249 -0.93662 -0.423 -0.261 0.208 0.3999
H -4.54571 2.69411 2.27014 -0.228 -0.445 0.669 0.4141
H -2.66937 -0.55027 3.02213 -0.260 -0.415 0.246 0.4709
H -0.06493 1.19072 -3.67905 0.038 0.141 0.187 -0.0992
H 5.12425 -0.62374 -3.58303 0.799 -0.077 0.399 0.4031
H 1.69129 3.93281 -0.15193 0.803 0.079 -0.080 0.1784
H -0.47140 -2.58663 4.97468 0.428 0.466 -0.197 0.3926
H -6.78623 0.48578 5.54239 -0.563 -0.115 -0.288 0.3972
H 0.36131 1.72669 -5.23045 0.069 0.608 -0.353 0.3957
H 4.09872 -4.21527 1.56095 0.662 -0.020 -0.055 0.3861
H -1.17722 1.97688 3.35114 -0.267 -0.007 0.022 0.2757
H -2.10446 1.23252 4.72022 -0.170 -0.217 -0.218 0.3609
H 2.86972 -2.06274 1.74679 0.356 -0.191 0.800 0.3809
H -2.92101 1.49421 3.05517 -0.025 1.358 0.811 0.1455
H 1.36216 -2.88147 1.78647 0.203 -0.506 -0.552 -0.2104
```
Forces are in eV/Å.

The frontier orbital gap (alpha / beta) comes out at 9.5 / 7.0 eV. The total charge is +6. The expectation value of S² is 0.756. As for the HOMO energy (alpha / beta): -0.8661 / -0.8661 Ha. As for the spin multiplicity: 2.